[1]
This record from OMol25 describes a 6-piece molecular cluster, C27H48NO21P2 overall at a distorted geometry. The level of theory is ωB97M-V with the def2-TZVPD basis set.

```
99
Properties=species:S:1:pos:R:3:forces:R:3
C 5.200 -2.598 0.178 -0.1 0.2 -0.3
C 5.963 -1.321 0.094 0.0 -0.4 -0.2
O 7.063 -1.201 0.555 0.7 0.4 0.5
O 5.317 -0.337 -0.535 -0.7 0.2 0.2
C 5.380 0.936 0.143 0.8 0.1 -0.6
C 4.474 1.933 -0.515 -0.4 -0.5 0.4
C 3.051 1.436 -0.774 -0.1 0.7 -0.4
C 2.736 1.001 -2.208 0.4 -0.5 0.4
C 3.013 -0.484 -2.486 0.1 0.5 -0.3
C 2.031 -1.170 -3.410 0.2 0.7 -0.1
C 0.590 -1.090 -2.983 -0.2 -0.7 -0.1
C 0.323 -1.801 -1.657 0.2 0.4 -0.4
C -0.236 -0.909 -0.578 -0.1 -1.2 0.4
C -1.074 -1.681 0.416 -0.2 0.9 0.3
O -1.507 -0.684 1.339 -0.1 -0.3 0.0
P -1.661 0.825 0.518 1.5 2.1 -0.2
P -3.834 0.434 0.075 0.8 -0.6 1.0
N -4.668 -0.381 1.145 -0.4 -0.1 0.0
O -4.567 1.901 -0.017 -0.2 0.0 -0.7
O -3.993 -0.251 -1.389 -0.8 0.4 -0.1
O -1.074 0.110 -0.981 -0.2 0.4 0.3
H 5.801 -3.301 0.718 0.2 -0.5 0.2
H 4.255 -2.438 0.676 -0.3 0.1 0.2
H 4.974 -2.963 -0.812 -0.1 -0.2 -0.4
H 5.122 0.792 1.182 -0.3 -0.2 0.4
H 6.403 1.284 0.108 0.4 0.1 0.1
H 4.945 2.336 -1.399 0.1 0.1 -0.5
H 4.411 2.746 0.195 0.1 0.4 0.2
H 2.787 0.645 -0.088 0.0 -0.4 0.3
H 2.382 2.257 -0.544 0.1 -0.2 0.0
H 1.706 1.251 -2.419 -0.3 0.1 0.0
H 3.362 1.580 -2.877 0.0 0.4 -0.3
H 3.989 -0.552 -2.952 0.5 -0.2 0.0
H 3.103 -1.020 -1.557 -0.1 -0.3 0.4
H 2.347 -2.199 -3.491 0.0 -0.5 -0.2
H 2.116 -0.714 -4.395 0.1 0.0 -0.4
H 0.021 -1.594 -3.754 -0.4 0.0 -0.3
H 0.224 -0.075 -2.956 -0.1 0.3 0.1
H -0.303 -2.670 -1.809 -0.4 -0.2 -0.1
H 1.265 -2.183 -1.287 0.3 -0.3 0.2
H 0.587 -0.528 0.029 0.4 0.4 -0.1
H -0.486 -2.468 0.875 -0.1 -0.3 0.5
H -1.987 -2.033 -0.050 0.0 -0.8 -0.5
H -0.318 1.232 0.864 0.0 -0.3 -0.1
H -2.117 1.473 1.733 -0.5 -0.3 -0.1
H -1.803 2.065 -0.218 -0.4 -0.1 0.1
H -4.016 -0.643 1.877 0.1 -0.2 0.0
H -4.978 2.005 0.848 0.0 0.0 0.1
H -4.744 -0.855 -1.297 0.0 -0.1 -0.1
C -6.123 -1.791 3.789 0.1 0.0 -0.1
C -5.305 -3.034 4.057 0.0 -0.1 -0.1
O -4.644 -2.705 5.287 0.0 -0.1 -0.1
C -5.378 -1.765 5.926 -0.1 0.0 -0.2
O -5.192 -1.413 7.045 0.0 0.1 0.2
O -6.354 -1.292 5.123 0.0 -0.1 -0.1
H -7.067 -1.996 3.292 -0.1 0.1 0.1
H -5.575 -1.050 3.214 -0.1 0.1 0.0
H -5.923 -3.920 4.223 0.0 0.0 0.0
H -4.581 -3.243 3.274 0.1 0.1 0.1
C -0.022 5.209 1.856 0.0 0.0 0.2
C 0.293 6.235 0.788 0.0 0.1 0.0
O 0.936 5.444 -0.208 -0.1 0.0 0.0
C 0.528 4.146 -0.057 -0.2 0.4 0.4
O 0.766 3.289 -0.833 -0.3 0.1 -0.3
O -0.164 4.005 1.104 0.2 0.1 -0.3
H -0.939 5.422 2.399 -0.1 -0.1 -0.1
H 0.797 5.085 2.569 0.0 0.0 0.0
H -0.607 6.680 0.359 0.0 0.0 0.0
H 0.956 7.025 1.132 0.1 -0.1 -0.1
C 6.254 1.740 4.420 0.1 -0.1 0.0
C 5.082 1.541 5.361 0.0 -0.1 0.0
O 4.319 2.733 5.150 0.1 0.0 0.0
C 4.619 3.219 3.921 0.1 -0.2 0.1
O 4.037 4.097 3.382 -0.2 0.3 -0.2
O 5.683 2.562 3.397 0.0 0.0 0.1
H 6.629 0.813 3.994 -0.1 0.0 -0.2
H 7.079 2.281 4.886 0.0 0.0 0.0
H 4.470 0.679 5.091 0.0 0.0 0.0
H 5.376 1.458 6.403 -0.1 0.1 0.0
C 1.428 -4.916 -5.535 -0.1 0.1 -0.1
C 2.137 -6.244 -5.366 0.0 0.0 -0.1
O 2.883 -6.037 -4.164 0.0 0.0 -0.1
C 2.273 -5.056 -3.447 -0.1 0.0 -0.1
O 2.556 -4.765 -2.336 0.1 0.0 0.2
O 1.306 -4.460 -4.186 0.0 -0.2 0.0
H 0.447 -5.007 -5.993 -0.1 0.1 0.1
H 2.021 -4.192 -6.098 0.0 0.0 0.0
H 1.442 -7.071 -5.211 0.0 0.0 0.0
H 2.804 -6.485 -6.189 0.1 0.0 0.1
C -7.241 1.941 -1.788 0.3 0.1 0.0
C -7.820 0.991 -0.767 0.1 0.0 0.0
O -9.229 1.066 -1.056 0.1 0.0 0.0
C -9.379 1.468 -2.339 0.2 0.0 0.1
O -10.412 1.467 -2.927 -0.2 0.0 -0.1
O -8.199 1.870 -2.859 0.0 0.0 0.2
H -6.253 1.652 -2.129 0.0 0.0 -0.1
H -7.201 2.968 -1.421 0.0 0.0 0.0
H -7.480 -0.034 -0.913 0.0 0.0 0.0
H -7.614 1.291 0.255 -0.2 0.0 0.1
```
Forces are in eV/Å.

## Properties
Net charge = -1
E = -3375.23970 Ha
Maximum force = 2.6 eV Å⁻¹
LUMO energy = 1.98 eV
HOMO level = -0.16941 hartree

These are the Löwdin partial charges, in e, on atoms 1 to 5: 0.0301, -0.5647, 0.1040, -0.0135, -0.1664

=====

[2]
This record from OMol25 describes C27H48NO4S4SiW as an isolated structure at a distorted geometry. The level of theory is ωB97M-V with the def2-TZVPD basis set.

```
86
Properties=species:S:1:pos:R:3:forces:R:3
W 0.139 -2.689 -0.022 0.0 1.2 0.1
C 3.705 -1.581 1.338 0.0 -0.1 0.0
C 3.617 -2.474 0.109 0.0 0.0 0.0
S 2.354 -3.772 0.014 -0.1 -0.2 0.1
C 2.463 -4.656 1.605 0.0 0.0 0.0
C 1.819 -4.009 2.824 0.0 0.0 0.0
S 0.247 -3.162 2.440 -0.1 0.0 0.0
C 0.372 -1.570 3.297 0.0 0.0 0.1
C 1.670 -0.779 3.252 -0.1 -0.1 0.1
S 2.405 -0.329 1.653 0.1 0.3 0.0
H 4.606 -0.976 1.235 0.0 0.0 0.0
H 3.812 -2.152 2.257 0.0 0.0 0.0
H 4.574 -2.994 0.032 0.0 0.0 0.0
H 3.486 -1.900 -0.807 0.0 0.0 0.0
H 3.516 -4.877 1.792 0.0 0.0 0.0
H 1.983 -5.609 1.379 0.0 0.0 0.0
H 2.478 -3.292 3.305 0.0 0.0 0.0
H 1.597 -4.779 3.562 0.0 0.0 0.0
H 0.144 -1.738 4.351 0.0 0.0 0.0
H -0.452 -0.995 2.875 0.0 0.0 0.0
H 2.479 -1.250 3.812 0.0 0.0 0.0
H 1.491 0.182 3.736 0.0 0.0 0.0
C -2.319 1.866 1.138 -0.1 0.0 0.0
C -1.862 3.310 1.119 0.2 0.0 -0.1
C -1.741 3.901 2.505 0.0 0.0 0.0
C -2.705 4.170 0.199 -0.1 0.0 0.0
O -0.456 3.315 0.585 -0.1 0.0 0.1
Si 0.127 3.182 -0.864 0.0 0.0 0.1
S 0.950 -0.564 0.066 -0.3 -0.8 -0.2
O -0.718 2.446 -1.959 -0.1 0.0 -0.1
C -0.613 2.356 -3.457 0.1 0.0 0.2
C -0.554 3.770 -3.993 0.0 0.0 0.0
C 0.639 1.561 -3.762 0.0 -0.1 -0.1
C -1.874 1.634 -3.874 0.0 -0.1 0.0
O 1.573 3.678 -1.175 0.2 0.0 -0.1
C 2.527 4.645 -0.514 -0.2 0.0 0.0
C 2.984 4.004 0.778 0.0 0.0 0.0
C 1.758 5.931 -0.287 0.0 0.0 0.0
C 3.650 4.807 -1.511 0.0 0.0 0.0
H -3.331 1.817 1.542 0.0 0.0 0.0
H -1.665 1.259 1.768 0.0 0.0 0.0
H -2.332 1.445 0.131 0.0 0.0 0.0
H -2.723 3.913 2.979 0.0 0.0 0.0
H -1.371 4.924 2.463 0.0 0.0 0.0
H -1.066 3.309 3.123 0.0 0.0 0.0
H -3.718 4.245 0.596 0.0 0.0 0.0
H -2.774 3.737 -0.801 0.0 0.0 0.0
H -2.301 5.181 0.134 0.0 0.0 0.0
H 0.348 4.286 -3.656 0.0 0.0 0.0
H -1.434 4.338 -3.691 0.0 0.0 0.0
H -0.526 3.749 -5.082 0.0 0.0 0.0
H 1.539 2.080 -3.431 0.0 0.0 0.0
H 0.715 1.413 -4.840 0.0 0.0 0.0
H 0.595 0.580 -3.282 0.0 0.0 0.0
H -2.761 2.199 -3.590 0.0 0.0 0.0
H -1.922 0.647 -3.412 0.0 0.0 0.0
H -1.881 1.513 -4.957 0.0 0.0 0.0
H 2.152 3.852 1.467 0.0 0.0 0.0
H 3.708 4.658 1.264 0.0 0.0 0.0
H 3.473 3.048 0.579 0.0 0.0 0.0
H 0.935 5.785 0.417 0.0 0.0 0.0
H 1.372 6.326 -1.227 0.0 0.0 0.0
H 2.422 6.682 0.141 0.0 0.0 0.0
H 4.138 3.853 -1.707 0.0 0.0 0.0
H 4.391 5.496 -1.106 0.0 0.0 0.0
H 3.282 5.216 -2.451 0.0 0.0 0.0
C -4.231 -2.794 0.634 0.0 -0.1 0.0
C -2.873 -3.350 0.394 0.0 0.1 0.0
O -1.938 -2.542 0.200 0.3 -0.3 0.0
C -2.616 -4.787 0.370 0.0 0.1 0.0
C -3.607 -5.688 0.757 0.0 -0.1 0.0
C -3.358 -7.054 0.753 0.0 0.1 0.0
C -2.122 -7.531 0.348 0.1 0.0 0.0
C -1.120 -6.648 -0.057 -0.1 0.0 0.1
C -1.377 -5.293 -0.039 0.2 -0.1 0.0
H -4.209 -1.713 0.540 0.0 0.0 0.0
H -4.577 -3.063 1.635 0.0 0.0 0.0
H -4.942 -3.218 -0.078 0.0 0.0 0.0
H -4.576 -5.328 1.073 0.0 0.0 0.0
H -4.133 -7.742 1.060 0.0 0.0 0.0
H -1.932 -8.596 0.330 0.0 0.0 0.0
H -0.169 -7.025 -0.407 0.0 0.0 0.0
H -0.571 -4.678 -0.465 -0.1 0.1 -0.2
N -0.265 -2.340 -3.202 0.0 0.0 0.0
C -0.124 -2.462 -2.056 0.0 0.0 0.0
H -0.393 -2.308 -4.194 0.0 0.0 0.0
```
Forces are in eV/Å.

## Properties
Net charge = +3
Relative energy (zero: lowest compared OMol25 entry of this formula, charge and spin) = 1.2298 eV
E = -3361.87250 Ha
Maximum force = 1.2 eV Å⁻¹
LUMO energy (alpha / beta) = -8.59 / -8.70 eV
HOMO level (alpha / beta) = -0.56033 / -0.56103 hartree

These are the Löwdin partial charges, in e, on atoms 1 to 5: 0.5790, -0.4039, -0.4612, 0.8416, -0.4416

=====

[3]
This record from OMol25 describes C27H49BeCl3F9LiN4O16 as an isolated structure at a distorted geometry. The level of theory is ωB97M-V with the def2-TZVPD basis set.

```
110
Properties=species:S:1:pos:R:3:forces:R:3
C 0.192 0.132 -1.429 0.8 -0.3 0.3
C 0.962 0.084 -2.766 -0.5 -0.3 -1.4
C 0.468 1.108 -3.806 -0.6 -0.6 1.4
C -0.745 0.516 -4.440 0.4 0.2 -1.2
C -1.463 1.469 -5.410 0.4 -0.7 0.0
C -2.420 2.338 -4.625 0.5 0.1 0.1
N -3.338 1.444 -3.914 -0.6 0.8 -0.2
C -4.407 0.959 -4.828 0.5 0.2 0.7
C -5.286 0.049 -3.987 -0.4 0.4 -0.1
O -6.078 -0.879 -4.726 0.4 0.2 0.1
C -5.314 -1.785 -5.437 -0.4 -0.5 -0.7
C -4.504 -2.784 -4.579 -0.8 0.8 0.1
F -5.042 -2.874 -3.365 -0.1 -0.1 0.3
F -4.614 -4.023 -5.125 0.7 -0.2 -0.4
C -3.003 -2.368 -4.373 0.1 -0.5 0.9
F -2.632 -1.304 -5.092 -0.2 -0.2 -0.7
F -2.828 -2.040 -3.090 0.1 0.0 0.3
C -1.943 -3.449 -4.657 -0.2 0.1 -0.9
F -0.748 -2.982 -4.060 -0.3 -0.4 -0.2
F -2.192 -4.624 -4.028 0.2 -0.1 0.0
C -1.587 -3.622 -6.163 0.6 1.7 -0.1
F -2.644 -3.675 -6.944 -0.7 -1.0 -0.2
F -0.721 -4.702 -6.376 -0.6 -0.2 1.0
C -3.934 2.198 -2.836 -0.2 -0.3 0.9
O -3.814 1.920 -1.687 0.2 0.2 -0.7
O -4.668 3.307 -3.256 0.2 -0.5 -0.3
H 0.283 1.088 -0.937 0.2 0.1 0.2
H 0.578 -0.669 -0.808 -0.1 0.2 0.3
H -0.870 -0.055 -1.570 -0.2 -0.2 -0.3
H 2.077 0.167 -2.610 0.5 0.1 0.7
H 0.714 -0.899 -3.190 0.5 -0.2 -0.1
H 0.165 2.003 -3.265 0.9 0.7 -0.3
H 1.254 1.328 -4.595 0.3 0.5 -0.5
H -1.457 0.298 -3.646 0.1 -0.3 0.1
H -0.366 -0.391 -4.947 -1.0 0.5 0.5
H -2.011 0.881 -6.143 0.0 -0.1 -0.1
H -0.727 2.028 -5.983 0.0 0.3 -0.1
H -2.928 3.097 -5.222 -0.1 -0.1 -0.2
H -1.843 2.891 -3.881 0.0 0.1 0.2
H -3.914 0.446 -5.643 -0.1 0.1 -0.2
H -4.949 1.827 -5.206 -0.2 -0.1 -0.3
H -4.715 -0.440 -3.202 0.2 -0.2 0.0
H -5.985 0.678 -3.452 -0.3 -0.2 0.2
H -6.011 -2.400 -6.000 -0.1 -0.2 0.1
H -4.681 -1.317 -6.191 0.3 0.0 0.0
H -1.004 -2.738 -6.445 0.0 -0.1 0.2
H -5.593 3.039 -3.215 -0.3 0.3 0.3
Cl 0.351 -1.293 -6.676 1.7 0.3 -0.2
Li -0.107 -4.648 -4.415 0.6 -0.7 -0.1
O 2.701 1.582 -0.849 0.0 -0.5 -0.7
H 2.242 1.546 0.020 0.6 0.4 -0.2
H 2.754 2.523 -1.033 0.1 0.1 0.4
O -6.256 -0.077 -1.290 -0.3 0.1 0.0
Cl -5.617 -0.704 -0.160 -0.1 0.1 -0.1
O -5.578 0.193 0.959 0.0 0.0 0.0
O -4.264 -1.067 -0.551 0.1 -0.2 -0.1
O -6.331 -1.909 0.207 0.1 0.0 0.0
C -0.177 -4.016 5.027 0.1 0.0 -0.3
C -1.478 -3.244 4.958 0.1 0.1 0.3
N -1.981 -3.081 3.597 0.0 -0.2 0.0
C -3.216 -2.554 3.274 0.2 0.0 0.1
C -3.286 -2.512 1.924 0.0 -0.1 -0.2
N -2.102 -3.023 1.451 -0.2 -0.2 -0.2
C -1.337 -3.371 2.471 0.0 0.2 0.0
C -1.727 -3.159 0.050 0.1 -0.5 -0.2
H 0.614 -3.512 4.470 0.0 0.0 0.1
H 0.147 -4.106 6.061 0.0 0.0 0.0
H -0.294 -5.021 4.617 0.0 0.0 0.1
H -1.349 -2.247 5.379 0.0 0.0 0.0
H -2.246 -3.755 5.540 -0.1 0.0 -0.1
H -3.895 -2.258 4.051 -0.1 0.1 -0.1
H -4.037 -2.178 1.229 0.0 0.1 0.1
H -0.356 -3.800 2.389 0.0 0.1 0.0
H -1.578 -4.221 -0.171 -0.2 0.0 0.0
H -0.814 -2.602 -0.130 -0.1 0.2 0.1
H -2.524 -2.759 -0.569 0.0 0.1 0.1
C 4.166 -4.433 6.893 0.0 0.0 0.0
C 4.285 -3.367 5.827 0.0 0.2 -0.1
O 4.493 -3.643 4.657 0.0 -0.2 -0.1
N 4.152 -2.071 6.213 0.0 -0.3 0.1
C 3.903 -1.548 7.544 0.0 0.2 -0.4
H 4.293 -5.409 6.436 0.0 0.0 -0.1
H 4.939 -4.299 7.650 -0.1 0.0 0.1
H 3.180 -4.392 7.358 0.1 0.0 0.2
H 4.243 -1.415 5.452 0.0 0.0 0.0
H 2.974 -0.976 7.541 0.0 0.0 0.2
H 4.719 -0.883 7.831 -0.1 0.0 0.2
H 3.825 -2.346 8.274 0.0 0.0 0.0
Be 2.623 0.199 -4.384 -2.6 0.1 1.0
O 1.923 2.626 1.326 -0.4 0.1 0.3
Cl 2.658 3.346 2.367 0.1 0.2 0.2
O 1.788 3.521 3.495 0.0 -0.1 0.0
O 3.058 4.621 1.845 0.0 0.0 -0.1
O 3.808 2.568 2.734 0.1 -0.1 0.0
C 5.538 8.573 4.288 0.0 -0.1 0.3
C 6.511 8.002 3.279 -0.3 0.3 -0.2
O 7.555 7.259 3.924 0.2 0.0 -0.1
C 7.222 6.015 4.274 0.0 0.1 0.1
O 6.162 5.490 4.088 -0.1 -0.1 0.0
O 8.274 5.459 4.880 0.1 0.0 0.0
C 8.029 4.134 5.356 0.1 -0.2 0.1
H 6.069 9.156 5.042 0.0 0.1 -0.1
H 4.808 9.215 3.794 0.0 0.0 0.0
H 5.003 7.778 4.806 -0.1 0.0 -0.1
H 7.007 8.809 2.741 0.2 -0.1 0.1
H 6.001 7.382 2.543 0.0 -0.2 0.1
H 7.637 3.500 4.564 -0.1 0.1 0.0
H 7.336 4.159 6.195 -0.1 0.0 -0.1
H 8.983 3.738 5.692 0.1 0.2 0.0
F -1.139 -0.764 0.793 0.4 0.2 -0.1
```
Forces are in eV/Å.

## Properties
E = -4781.79940 Ha
Maximum force = 2.8 eV Å⁻¹
LUMO energy = -6.23 eV
HOMO level = -0.30549 hartree

These are the Löwdin partial charges, in e, on atoms 1 to 5: -0.0514, -0.2891, -0.2291, -0.2995, -0.1640